# 1
Formula: C4H7NSi
Source: the OMol25 dataset
Level of theory: ωB97M-V with the def2-TZVPD basis set

Cartesian coordinates (Å):
1 C -0.322 -0.496 4.053
2 C -0.118 -0.438 2.851
3 C 0.140 0.042 1.550
4 C -0.006 -0.975 0.392
5 N -0.897 0.651 -2.030
6 Si 0.445 -0.145 -1.276
7 H -0.818 -0.769 4.934
8 H 0.047 1.097 1.346
9 H -0.075 -2.020 0.648
10 H -0.914 1.507 -2.590
11 H -1.827 0.686 -1.495
12 H 0.806 -1.089 -2.331
13 H 1.497 0.666 -0.638

Output
* relative energy (zero: lowest compared OMol25 entry of this formula, charge and spin): 17.8 kcal/mol
* structure (SMILES): C#C/C=C/[SiH2]N
* E_tot: -500.730579 a.u.
* total charge: 0
* Kohn-Sham gap: 8.4 eV
* lowest unoccupied orbital energy: -0.284 eV



# 2
Formula: C3H11NP2
Source: the OMol25 dataset
Level of theory: ωB97M-V with the def2-TZVPD basis set

Cartesian coordinates (Å):
1 C 0.965 1.333 0.422
2 C -1.410 0.907 -0.978
3 C 0.044 0.113 0.772
4 N -1.111 -0.055 0.089
5 P 1.907 -1.889 0.122
6 P -2.086 -1.514 0.335
7 H 1.801 1.298 1.193
8 H 0.512 2.468 0.644
9 H 1.288 1.337 -0.633
10 H -2.184 0.648 -1.656
11 H -1.627 1.851 -0.541
12 H -0.519 0.948 -1.542
13 H 0.061 -0.068 1.805
14 H 3.066 -1.169 0.313
15 H 1.982 -1.762 -1.314
16 H -1.455 -2.390 -0.530
17 H -1.234 -2.057 1.500

Output
* relative energy (zero: lowest compared OMol25 entry of this formula, charge and spin): 42.5 kcal/mol
* E_tot: -858.204831 a.u.
* total charge: 0
* Kohn-Sham gap (spin up / spin down): 7.1 / 7.1 eV
* lowest unoccupied orbital energy (spin up / spin down): 0.274 / 0.276 eV



# 3
Formula: C25H54I2N4O7
Source: the OMol25 dataset
Level of theory: ωB97M-V with the def2-TZVPD basis set

Cartesian coordinates (Å):
1 N 4.162 2.294 -1.666
2 C 4.384 1.229 -1.299
3 C 4.865 0.032 -0.569
4 C 6.163 0.321 0.238
5 C 6.716 1.757 0.144
6 C 7.457 2.072 -1.141
7 I 7.865 4.200 -1.177
8 C 3.755 -0.262 0.483
9 C 2.367 -0.563 -0.079
10 C 1.202 -0.077 0.820
11 C 0.146 0.631 -0.048
12 C 0.401 2.157 -0.116
13 N 0.190 2.740 -1.445
14 C 5.001 -1.111 -1.619
15 I 6.820 -0.998 -2.814
16 C 5.013 -2.383 -0.878
17 N 5.061 -3.368 -0.291
18 N 3.914 -1.060 -2.608
19 C 3.228 -2.067 -2.733
20 O 2.505 -2.966 -2.773
21 H 5.934 0.180 1.290
22 H 6.965 -0.378 0.008
23 H 5.966 2.502 0.387
24 H 7.452 1.834 0.948
25 H 8.384 1.526 -1.259
26 H 6.852 1.917 -2.025
27 H 4.108 -1.000 1.198
28 H 3.674 0.672 1.046
29 H 2.272 -1.650 -0.151
30 H 2.208 -0.184 -1.083
31 H 0.743 -0.913 1.340
32 H 1.583 0.644 1.541
33 H 0.121 0.245 -1.067
34 H -0.838 0.448 0.386
35 H 1.425 2.343 0.207
36 H -0.270 2.639 0.597
37 H -0.230 2.080 -2.079
38 H 1.062 3.075 -1.819
39 C -0.781 -3.058 -0.772
40 C -1.902 -3.282 0.225
41 O -1.967 -2.208 1.165
42 H 0.176 -2.970 -0.254
43 H -0.718 -3.879 -1.487
44 H -0.937 -2.127 -1.323
45 H -1.735 -4.199 0.787
46 H -2.865 -3.364 -0.288
47 H -2.125 -1.398 0.668
48 C -5.005 -3.781 2.399
49 C -6.047 -4.258 1.405
50 O -5.452 -5.017 0.353
51 H -4.252 -3.172 1.895
52 H -5.465 -3.190 3.195
53 H -4.484 -4.629 2.851
54 H -6.551 -3.412 0.941
55 H -6.802 -4.874 1.905
56 H -5.016 -5.775 0.752
57 C -3.623 -0.790 5.015
58 C -4.416 0.092 4.070
59 O -3.870 0.060 2.756
60 H -2.581 -0.469 5.055
61 H -4.041 -0.756 6.023
62 H -3.629 -1.826 4.670
63 H -4.393 1.129 4.403
64 H -5.461 -0.234 4.031
65 H -3.897 -0.856 2.456
66 C -8.380 -0.576 6.504
67 C -8.402 -1.877 5.722
68 O -7.139 -2.538 5.780
69 H -7.607 0.088 6.115
70 H -9.343 -0.067 6.445
71 H -8.150 -0.762 7.555
72 H -8.612 -1.687 4.671
73 H -9.176 -2.546 6.111
74 H -6.947 -2.722 6.703
75 C -3.202 3.248 -5.074
76 C -2.175 3.532 -3.993
77 O -0.873 3.107 -4.391
78 H -3.227 2.183 -5.305
79 H -4.199 3.563 -4.760
80 H -2.948 3.775 -5.997
81 H -2.419 2.992 -3.080
82 H -2.146 4.601 -3.760
83 H -0.639 3.588 -5.190
84 C 5.858 4.255 -5.712
85 C 5.844 2.949 -4.940
86 O 7.166 2.441 -4.757
87 H 6.330 4.116 -6.686
88 H 4.845 4.632 -5.862
89 H 6.435 5.012 -5.176
90 H 5.284 2.188 -5.484
91 H 5.372 3.087 -3.962
92 H 7.665 3.104 -4.267

Output
* relative energy (zero: lowest compared OMol25 entry of this formula, charge and spin): 0.0 kcal/mol
* structure (SMILES): N#C[C@@](CCCI)(CCCCCN)[C@@](I)(C#N)N=C=O.CCO.CCO.CCO.CCO.CCO.CCO
* E_tot: -2325.940611 a.u.
* total charge: 0
* Kohn-Sham gap: 8.1 eV
* lowest unoccupied orbital energy: -0.619 eV



# 4
Formula: C4H8N2
Source: the OMol25 dataset
Level of theory: ωB97M-V with the def2-TZVPD basis set

Cartesian coordinates (Å):
1 C 1.729 0.800 0.316
2 C -0.313 -0.230 -1.050
3 C -1.631 -0.652 -0.438
4 C -0.287 -0.336 1.252
5 H 2.783 0.291 0.020
6 H 1.621 1.818 -0.093
7 H 1.751 1.070 1.422
8 H 0.145 -1.023 -1.730
9 H -0.457 0.741 -1.500
10 H -2.429 0.161 -0.546
11 H -2.037 -1.549 -1.045
12 H 0.115 -0.301 2.193
13 N 0.471 -0.036 0.139
14 N -1.461 -0.754 1.058

Output
* relative energy (zero: lowest compared OMol25 entry of this formula, charge and spin): 35.1 kcal/mol
* structure (SMILES): CN1C=NCC1
* E_tot: -266.666098 a.u.
* total charge: 0
* Kohn-Sham gap: 9.1 eV
* lowest unoccupied orbital energy: 0.883 eV



# 5
Formula: C17H17Br6NO3S
Source: the OMol25 dataset
Level of theory: ωB97M-V with the def2-TZVPD basis set

Cartesian coordinates (Å):
1 O -4.101 2.498 2.641
2 C -4.551 1.425 2.754
3 N -4.769 0.241 3.055
4 C -3.921 -0.588 2.182
5 C -2.578 -0.436 2.278
6 C -1.692 -1.254 1.334
7 O -0.448 -1.822 1.736
8 C -2.305 -1.472 -0.066
9 C -1.463 -1.484 -1.226
10 C -2.120 -1.668 -2.497
11 S -1.026 -1.625 -3.957
12 C -3.525 -1.853 -2.592
13 C -4.358 -1.845 -1.428
14 C -3.743 -1.639 -0.167
15 C -4.527 -1.566 1.158
16 O -5.522 -2.213 1.371
17 H -2.097 0.270 2.977
18 H -0.377 -1.329 -1.145
19 H -0.632 -0.309 -3.932
20 H -3.991 -2.001 -3.582
21 H -5.447 -1.967 -1.528
22 Br -0.187 -0.009 1.058
23 C 1.752 0.171 0.612
24 C 2.118 1.626 0.609
25 Br 1.483 2.519 -1.003
26 H 1.919 -0.327 -0.341
27 H 2.296 -0.368 1.393
28 H 3.200 1.742 0.593
29 H 1.710 2.175 1.457
30 Br 0.920 -4.039 0.178
31 C 2.500 -4.992 0.795
32 C 2.714 -4.793 2.273
33 Br 3.454 -3.031 2.654
34 H 3.336 -4.648 0.192
35 H 2.305 -6.041 0.575
36 H 3.452 -5.499 2.651
37 H 1.799 -4.884 2.853
38 Br 2.834 5.838 0.058
39 C 4.040 6.302 -1.399
40 C 3.279 6.683 -2.642
41 Br 2.567 5.114 -3.549
42 H 4.702 5.452 -1.546
43 H 4.619 7.148 -1.030
44 H 3.942 7.154 -3.367
45 H 2.439 7.343 -2.443

Output
* E_tot: -16780.451996 a.u.
* total charge: 0
* Kohn-Sham gap: 5.5 eV
* lowest unoccupied orbital energy: -1.511 eV



# 6
Formula: C48H39N7O3PSm
Source: the OMol25 dataset
Level of theory: ωB97M-V with the def2-TZVPD basis set

Cartesian coordinates (Å):
1 Sm 1.192 -0.752 -0.754
2 O -1.500 4.054 -1.372
3 C -0.748 4.272 -0.278
4 C -1.102 5.335 0.555
5 C -0.368 5.605 1.692
6 C 0.736 4.824 2.030
7 C 1.082 3.766 1.213
8 C 0.355 3.471 0.057
9 C 0.741 2.273 -0.725
10 O 1.664 1.517 -0.274
11 N 0.069 2.038 -1.844
12 N 0.505 0.846 -2.405
13 C 0.353 0.657 -3.660
14 C 0.941 -0.490 -4.327
15 C 0.492 -0.842 -5.607
16 C 1.086 -1.854 -6.326
17 C 2.191 -2.508 -5.770
18 C 2.675 -2.162 -4.529
19 C 2.057 -1.161 -3.749
20 O 2.514 -0.866 -2.564
21 H -1.084 3.296 -1.857
22 H -1.959 5.936 0.279
23 H -0.656 6.437 2.323
24 H 1.313 5.042 2.919
25 H 1.929 3.133 1.448
26 H -0.169 1.410 -4.256
27 H -0.344 -0.295 -6.030
28 H 0.719 -2.126 -7.306
29 H 2.682 -3.297 -6.328
30 H 3.539 -2.660 -4.107
31 C 0.987 -3.357 -1.665
32 C 2.249 -3.347 -1.039
33 C 2.047 -3.214 0.345
34 C 0.655 -3.119 0.584
35 C 0.007 -3.227 -0.666
36 H 0.800 -3.491 -2.720
37 H 3.203 -3.444 -1.533
38 H 2.814 -3.292 1.096
39 H 0.181 -3.100 1.556
40 H -1.054 -3.319 -0.832
41 N 2.217 -0.326 2.763
42 P 3.225 -0.422 1.383
43 C 4.175 1.134 1.358
44 C 4.563 1.790 2.523
45 C 5.289 2.968 2.457
46 C 5.647 3.490 1.220
47 C 5.274 2.837 0.055
48 C 4.531 1.666 0.122
49 C 4.492 -1.543 2.080
50 C 5.788 -1.487 1.568
51 C 6.765 -2.355 2.030
52 C 6.463 -3.286 3.014
53 C 5.177 -3.350 3.528
54 C 4.194 -2.488 3.059
55 C 0.938 0.205 2.811
56 C 0.455 0.666 4.045
57 C -0.762 1.301 4.087
58 C -1.469 1.484 2.903
59 C -0.936 0.955 1.750
60 N 0.223 0.278 1.689
61 H 2.687 -0.323 3.657
62 H 4.299 1.384 3.494
63 H 5.579 3.477 3.367
64 H 6.213 4.412 1.167
65 H 5.544 3.247 -0.909
66 H 4.206 1.180 -0.791
67 H 6.040 -0.756 0.810
68 H 7.765 -2.299 1.622
69 H 7.227 -3.960 3.377
70 H 4.931 -4.078 4.290
71 H 3.186 -2.570 3.447
72 H 1.057 0.545 4.936
73 H -1.146 1.678 5.026
74 H -2.401 2.027 2.870
75 H -1.450 1.086 0.809
76 N -6.794 -0.194 -1.421
77 C -8.084 -0.522 -1.058
78 C -9.328 -0.122 -1.538
79 C -10.432 -0.673 -0.920
80 C -10.305 -1.589 0.139
81 C -9.068 -1.977 0.608
82 C -7.939 -1.430 -0.004
83 N -6.598 -1.641 0.265
84 C -5.959 -0.895 -0.591
85 C -4.493 -0.809 -0.665
86 C -3.728 -1.458 0.301
87 C -2.354 -1.374 0.226
88 N -1.701 -0.700 -0.728
89 C -2.438 -0.077 -1.645
90 C -3.825 -0.106 -1.655
91 H -6.521 0.460 -2.132
92 H -9.430 0.581 -2.353
93 H -11.421 -0.394 -1.258
94 H -11.199 -1.995 0.592
95 H -8.962 -2.682 1.422
96 H -4.212 -2.013 1.091
97 H -1.736 -1.858 0.972
98 H -1.903 0.485 -2.397
99 H -4.346 0.424 -2.441

Output
* E_tot: -3461.055493 a.u.
* total charge: 0
* 2S+1: 6
* Kohn-Sham gap (spin up / spin down): 7.0 / 7.0 eV
* expectation value of S²: 8.76
* lowest unoccupied orbital energy (spin up / spin down): -0.344 / -0.344 eV



Which formula does entry 5 have?
C17H17Br6NO3S



Copy entry 4 word for word.
Formula: C4H8N2
Source: the OMol25 dataset
Level of theory: ωB97M-V with the def2-TZVPD basis set

Cartesian coordinates (Å):
1 C 1.729 0.800 0.316
2 C -0.313 -0.230 -1.050
3 C -1.631 -0.652 -0.438
4 C -0.287 -0.336 1.252
5 H 2.783 0.291 0.020
6 H 1.621 1.818 -0.093
7 H 1.751 1.070 1.422
8 H 0.145 -1.023 -1.730
9 H -0.457 0.741 -1.500
10 H -2.429 0.161 -0.546
11 H -2.037 -1.549 -1.045
12 H 0.115 -0.301 2.193
13 N 0.471 -0.036 0.139
14 N -1.461 -0.754 1.058

Output
* relative energy (zero: lowest compared OMol25 entry of this formula, charge and spin): 35.1 kcal/mol
* structure (SMILES): CN1C=NCC1
* E_tot: -266.666098 a.u.
* total charge: 0
* Kohn-Sham gap: 9.1 eV
* lowest unoccupied orbital energy: 0.883 eV